Entry 1:
Here is a cluster of 2 separate species, CH3O2S2 in total from OMol25. Energies are from ωB97M-V/def2-TZVPD.

Geometry (Å):
O -1.102 -0.246 -0.255
C -1.194 -1.479 0.018
O -0.565 -2.141 0.840
H -2.026 -1.995 -0.523
S 1.334 2.602 0.067
S 1.583 0.649 0.722
H 1.666 2.437 -1.224
H 0.306 0.174 0.355

Its net charge is -1. The calculation puts the LUMO energy at 0.1217 Ha. The energy above the lowest of the compared OMol25 structures with the same formula, charge and spin is 0.0170 eV. As for the molar mass: 111.167 g mol⁻¹. The total energy comes out at -986.82509 Ha. Its spin multiplicity is 1.

These are the natural (NBO) partial charges, in e, on atoms 1 to 2:
1 O -0.772
2 C 0.637

Entry 2:
Here is a structure of composition C41H53O5PS2SeSr in a non-equilibrium geometry from OMol25. Energies are from ωB97M-V/def2-TZVPD.

Geometry (Å):
Sr -0.714 0.494 0.177
C -1.426 -3.888 7.081
C -1.910 -4.616 5.824
C -3.421 -4.862 5.973
C -1.188 -5.972 5.756
C -1.633 -3.813 4.555
C -1.033 -2.566 4.558
C -0.809 -1.887 3.367
Se -0.002 -0.134 3.420
C 1.827 -0.594 2.971
C 2.582 -1.260 3.928
C 3.889 -1.638 3.676
C 4.413 -1.292 2.421
C 3.700 -0.620 1.448
C 2.329 -0.241 1.696
O 1.618 0.369 0.813
C 4.340 -0.292 0.094
C 3.581 -1.005 -1.041
C 5.801 -0.753 0.019
C 4.332 1.228 -0.146
C 4.746 -2.405 4.679
C 3.990 -2.695 5.978
C 6.003 -1.593 5.032
C 5.177 -3.750 4.071
C -1.160 -2.396 2.096
O -0.916 -1.745 1.018
C -1.798 -3.691 2.103
C -2.002 -4.337 3.306
C -2.238 -4.324 0.780
C -2.879 -5.701 0.991
C -3.287 -3.436 0.087
C -1.022 -4.527 -0.143
H -1.639 -4.499 7.962
H -1.935 -2.929 7.195
H -0.351 -3.707 7.040
H -3.626 -5.449 6.874
H -3.818 -5.400 5.112
H -3.947 -3.908 6.043
H -1.374 -6.551 6.666
H -0.113 -5.817 5.648
H -1.532 -6.555 4.900
H -0.721 -2.083 5.474
H 2.097 -1.481 4.870
H 5.437 -1.573 2.202
H 3.658 -2.089 -0.922
H 4.021 -0.731 -2.006
H 2.532 -0.719 -1.018
H 5.889 -1.836 0.140
H 6.414 -0.263 0.780
H 6.203 -0.490 -0.963
H 3.310 1.597 -0.109
H 4.768 1.462 -1.123
H 4.925 1.732 0.621
H 3.687 -1.768 6.468
H 4.638 -3.251 6.661
H 3.098 -3.294 5.787
H 5.718 -0.639 5.480
H 6.597 -1.382 4.141
H 6.629 -2.144 5.741
H 4.297 -4.340 3.809
H 5.785 -4.318 4.782
H 5.761 -3.596 3.162
H -2.482 -5.310 3.288
H -3.777 -5.632 1.610
H -2.186 -6.407 1.457
H -3.169 -6.108 0.019
H -4.170 -3.336 0.723
H -3.599 -3.893 -0.858
H -2.891 -2.443 -0.110
H -0.308 -5.211 0.323
H -0.535 -3.573 -0.325
H -1.343 -4.960 -1.096
C 0.849 -0.824 -4.154
P -0.321 -0.037 -2.958
C -1.895 0.012 -3.873
C -2.333 1.079 -4.647
C -3.556 1.001 -5.297
C -4.346 -0.132 -5.184
C -3.926 -1.192 -4.391
C -2.713 -1.110 -3.729
C 0.248 1.685 -3.014
C 1.091 2.221 -3.995
C 1.569 3.519 -3.900
C 1.212 4.324 -2.825
C 0.356 3.818 -1.862
C -0.116 2.514 -1.963
H 1.849 -0.721 -3.731
H 0.813 -0.412 -5.162
H 0.606 -1.886 -4.216
H -1.753 1.991 -4.701
H -3.907 1.850 -5.871
H -5.305 -0.175 -5.686
H -4.558 -2.060 -4.254
H -2.400 -1.894 -3.047
H 1.397 1.624 -4.843
H 2.227 3.902 -4.671
H 1.589 5.336 -2.741
H 0.023 4.424 -1.030
H -0.839 2.263 -1.208
O -4.929 1.587 -0.487
S -3.523 1.793 -0.792
O -2.808 0.496 -1.000
O -3.301 2.644 -1.973
S -2.597 2.669 0.769

Its net charge is -2. The calculation puts the LUMO energy at 0.1454 Ha. The energy above the lowest of the compared OMol25 structures with the same formula, charge and spin is 0.1776 eV. As for the molar mass: 887.558 g mol⁻¹. The total energy comes out at -5540.45833 Ha. Its spin multiplicity is 1.

These are the Löwdin partial charges, in e, on atoms 1 to 2:
1 Sr 1.206
2 C -0.078